(1)
103
Properties=species:S:1:pos:R:3:lowdin_charge:R:1 method="wB97M-V/def2-TZVPD" e_tot_ev=-125974.9091 gap_ha=0.0649 homo_ev=-5.504
I -1.4642 -0.9017 2.9283 0.940
I -2.4269 1.9385 3.7019 0.429
I 3.5545 1.9463 2.5036 1.185
Cl 1.1190 -0.6205 3.7668 0.574
P 0.2996 0.5548 -2.4898 0.664
P -1.2211 1.7498 1.4749 0.661
Si -6.6822 2.1833 -0.1459 0.233
Si -9.2332 0.6167 -0.5219 0.241
F 1.3430 -3.9526 -0.6407 -0.062
F 0.8476 1.6967 2.7867 -0.281
F 3.1485 4.2797 -0.7924 -0.098
O -0.3384 -0.7307 -3.4108 -0.177
O -0.8066 1.6100 -2.4674 -0.312
O 3.2602 -0.5796 1.5376 -0.275
O 8.2934 -1.7299 1.5163 -0.206
O -2.5890 1.8955 0.5142 -0.395
O 4.1861 -3.7086 2.5657 -0.065
O 1.4391 1.2231 -3.5245 -0.145
N -0.3467 0.1588 1.4491 -0.571
N -8.3967 2.1057 -0.2767 -0.199
N -1.4743 -0.4661 -0.5725 0.050
C 0.9318 -0.0093 -0.8226 -0.168
C -11.0826 0.9916 -0.6042 -0.208
C 7.3510 0.5060 2.1224 -0.159
C -6.1960 3.9910 0.1111 -0.198
C 4.6075 -3.6671 0.1928 -0.046
C 0.9764 0.4036 2.2220 -0.758
C -0.1700 -0.5794 0.1698 -0.452
C 8.6324 -0.3521 1.6996 -0.221
C 1.6391 2.4326 -0.3339 -0.159
C 0.2622 -3.0457 -0.9027 -0.321
C 2.3141 0.4449 1.3533 -0.554
C 4.7316 1.3973 -0.6966 -0.206
C -6.0165 1.2173 1.3218 -0.191
C -8.9798 -0.6067 0.8844 -0.200
C 2.9395 -1.9318 1.3013 -0.159
C -0.1637 -2.1944 0.3407 -0.143
C 3.4344 0.5650 -0.9910 -0.139
C 2.1060 0.9383 -0.1828 -0.305
C 8.4938 -2.1904 0.1779 -0.116
C -0.9216 -4.0060 -1.3839 -0.027
C 2.3055 3.3212 -1.4463 -0.150
C -8.7690 -0.2272 -2.1375 -0.201
C 6.8477 1.4594 0.9259 -0.205
C 4.3053 -2.7775 1.4502 -0.329
C -5.8009 1.5894 -1.6986 -0.191
C 5.9173 0.5642 -0.0067 -0.197
H 5.4910 -4.3192 0.4722 0.092
H -1.2205 -2.5552 0.5219 0.083
H 5.5146 -0.3498 0.4962 0.072
H -2.2665 -0.6068 0.0611 0.071
H -7.7775 -0.6822 -2.0848 0.003
H 2.8473 2.7950 -2.2642 0.102
H 6.5502 -0.2527 2.3562 0.093
H 3.6886 -0.5368 -0.8941 0.119
H 1.9254 0.5054 -3.9785 0.089
H -1.2830 -0.5202 -3.5261 0.085
H 3.2666 0.6554 -2.1084 0.103
H 0.3998 -2.5618 1.2350 0.084
H -5.1074 4.0868 0.2008 -0.005
H -9.7033 -1.4254 0.8083 0.018
H 7.7884 1.6832 0.3372 0.105
H 4.5679 2.3897 -0.1810 0.062
H -11.6523 0.0700 -0.7566 0.013
H 2.2804 -2.4193 2.0840 0.108
H 6.5953 0.1861 -0.8340 0.112
H -4.7408 1.8672 -1.6623 0.006
H 5.1698 -2.1111 1.7493 0.135
H 6.3521 2.3889 1.3006 0.065
H -5.8489 0.5030 -1.7987 0.005
H -4.9697 1.4812 1.4995 -0.034
H -6.5791 1.4466 2.2295 0.031
H 1.5835 -0.9018 -1.1043 0.105
H 3.7804 -4.3704 -0.0817 0.080
H -1.2290 -4.7316 -0.5909 0.097
H 7.4987 -2.6082 -0.1763 0.075
H 4.1296 -3.1339 3.3492 0.095
H 9.2065 0.1184 0.8594 0.116
H -11.4220 1.4560 0.3245 0.017
H 9.3197 -0.3128 2.6026 0.122
H 2.5777 -2.1604 0.2633 0.103
H 7.5532 1.1796 2.9944 0.106
H -1.5652 -1.1823 -1.2874 0.064
H -1.7784 -3.2968 -1.6155 0.084
H -9.4827 -1.0260 -2.3656 0.018
H 5.1897 1.7068 -1.6895 0.121
H -2.7997 2.8342 0.3670 0.064
H 9.2239 -3.0528 0.1046 0.096
H -6.6502 4.3843 1.0238 0.021
H -11.2998 1.6704 -1.4321 0.017
H 8.7766 -1.3968 -0.5613 0.087
H -6.0576 0.1395 1.1480 0.009
H -9.1211 -0.1226 1.8530 0.024
H -7.9823 -1.0508 0.8582 0.003
H -0.6714 -4.4832 -2.3701 0.094
H 4.9695 -3.0444 -0.6784 0.083
H -6.2362 2.0419 -2.5919 0.028
H -8.7835 0.4830 -2.9669 0.025
H -6.5249 4.6027 -0.7316 0.021
H 1.5203 3.9582 -1.9516 0.138
H 0.5459 -2.4889 -1.8317 0.119
H 0.5289 2.5074 -0.5609 0.078
H 1.7045 3.0598 0.6076 0.086

(2)
91
Properties=species:S:1:pos:R:3:mulliken_spin:R:1 method="wB97M-V/def2-TZVPD" e_tot_ev=-66454.4764 s_squared=3.7752 gap_ha="0.2585 / 0.1328" homo_ev="-20.079 / -20.005" spin_multiplicity=4 total_charge=+4
Tc 0.5068 0.4896 -0.5287 0.978
P -0.4827 2.7749 -0.1042 0.000
P -1.6059 -1.6318 1.0396 0.183
P 2.3299 -1.3379 -0.5574 -0.103
O 2.7138 2.0423 -1.9674 0.026
O -1.1496 -0.2482 -2.9783 0.124
N -4.2114 -2.2051 0.2110 0.590
N -3.2492 -3.8139 1.7859 0.477
N -3.9424 -1.6029 2.5805 0.568
C -4.0836 -3.6300 0.5805 -0.033
C 3.7794 -1.2268 0.6058 0.006
C 1.8629 1.4344 -1.4166 -0.084
C -3.8346 -3.0425 2.9027 -0.023
C -2.1504 2.8711 0.7468 0.001
C 1.7543 -3.0814 -0.2499 -0.033
C 3.1121 -1.5655 -2.2858 0.039
C -2.0443 2.8206 2.2735 0.003
C -1.8510 -3.4559 1.5481 0.043
C 0.5504 -3.3992 -1.1382 0.029
C 4.7654 -2.3944 0.5161 0.000
C 0.4242 4.0597 0.9173 -0.022
C 0.2327 3.9341 -2.6413 0.002
C 4.3297 -0.6885 -2.5780 0.005
C -2.9536 -1.6791 -0.2971 0.058
C -3.0876 1.7763 0.2517 0.016
C 1.4836 -3.3428 1.2295 0.013
C -2.6250 -0.9800 2.4934 0.039
C -0.5213 0.0202 -2.0272 -0.139
C -2.1737 3.4030 -2.3750 -0.002
C -4.7388 -1.4253 1.3499 -0.028
C -0.3140 5.3960 1.0861 0.001
C 3.4757 -2.9991 -2.7000 0.017
C 4.5123 0.1147 0.5452 0.004
C -0.9060 3.8221 -1.6299 -0.008
C 1.8554 4.3302 0.4576 -0.001
H -1.6108 3.7320 2.6984 0.000
H -5.0951 -4.0114 0.8053 -0.002
H -5.7580 -1.7964 1.5593 -0.001
H 5.4974 -2.2769 1.3284 -0.001
H -3.0814 3.5370 -1.7784 0.000
H -0.0395 4.7078 -3.3749 0.000
H 4.2934 -3.3740 0.6510 0.000
H 1.0523 -4.3457 1.3517 0.001
H -3.0498 2.7023 2.7028 0.001
H 0.2279 -4.4358 -0.9640 0.000
H -2.7306 0.1104 2.4288 0.018
H -0.2947 -2.7318 -0.9017 0.019
H 3.8289 0.9680 0.4594 0.002
H -2.6811 0.7962 0.5399 0.009
H -2.0521 -1.2082 3.4053 0.019
H 2.5898 -3.7264 -0.5581 0.000
H 0.1801 5.9505 1.8969 0.000
H -4.7630 -0.3632 1.0807 0.009
H 1.3371 -0.6568 0.8851 0.064
H 5.2350 -1.0513 -2.0714 0.000
H -3.1117 -0.6759 -0.7117 0.014
H 3.2842 -1.2843 1.5879 0.007
H 2.3540 4.9288 1.2337 0.000
H -1.0796 4.8204 -1.1973 -0.001
H 4.2527 -3.4243 -2.0501 0.000
H 0.3621 2.9932 -3.1934 0.000
H -3.6343 -4.1732 -0.2561 0.008
H 2.3971 -3.2881 1.8330 0.000
H 0.7641 -3.2819 -2.2064 0.003
H 5.0826 0.2328 1.4771 0.003
H 5.3291 -2.3962 -0.4250 0.000
H 2.6240 -3.6828 -2.7297 0.001
H -1.4371 -4.1055 0.7623 0.008
H 4.1750 0.3673 -2.3459 0.001
H -0.2360 6.0150 0.1831 0.000
H 1.8849 4.9127 -0.4722 0.000
H -2.2770 4.0407 -3.2646 0.000
H -4.0769 1.8888 0.7209 -0.003
H -2.1080 2.3618 -2.7218 0.001
H 0.4771 3.5668 1.9004 -0.005
H 3.8942 -2.9627 -3.7164 0.001
H -1.4333 1.9686 2.6028 -0.002
H 2.2777 -1.2190 -2.9233 0.009
H 4.5321 -0.7526 -3.6585 0.004
H 0.7656 -2.6141 1.6323 0.002
H -2.5888 -2.3165 -1.1169 0.005
H -3.2061 -3.1632 3.7882 0.008
H -2.5664 3.8453 0.4445 -0.004
H 2.4387 3.4141 0.3173 0.002
H 1.1951 4.2140 -2.2031 0.001
H -1.3696 5.2989 1.3560 0.000
H -4.8555 -3.4270 3.0809 -0.003
H 0.3180 1.5338 1.1303 0.047
H -3.2292 1.7673 -0.8334 0.000
H -1.2747 -3.6248 2.4701 0.009
H 5.2266 0.1565 -0.2856 0.000

(3)
100
Properties=species:S:1:pos:R:3:lowdin_charge:R:1 method="wB97M-V/def2-TZVPD" e_tot_ev=-61349.7673 relative_energy_kcal_mol=188.8 gap_ha=0.2111 homo_ev=-6.662
F -0.6774 7.8098 -6.7624 0.173
F 1.2047 6.7168 -6.8747 0.167
F -14.6588 0.4905 -11.4054 0.193
F -15.8830 1.4982 -9.9875 0.182
F 0.8266 8.2877 -8.3084 0.207
F -15.7280 2.2618 -12.0455 0.143
O -1.2508 6.7590 -15.4947 -0.688
O -6.0825 5.7183 -12.8696 -0.682
O -13.2219 2.3290 -9.5978 0.130
O -1.1925 6.8391 -9.4058 0.102
O -13.4963 3.6759 -11.4343 -0.019
O -0.0217 5.0885 -8.4512 0.027
N -9.1125 4.1147 -2.2788 -0.187
N -4.3155 11.7134 -13.6664 -0.199
N -4.2594 1.2314 -17.9109 -0.171
C -15.0699 1.6730 -11.0200 -0.558
C -12.8943 5.5041 -9.9933 -0.065
C -10.4174 3.4148 -2.3563 -0.256
C -1.7492 12.2486 -13.9294 -0.081
C -4.8184 0.9136 -20.3256 -0.086
C -3.2013 12.2450 -14.4457 -0.256
C -5.6635 11.0717 -15.7273 -0.083
C 0.2635 7.3417 -7.5962 -0.585
C -0.3791 4.1628 -9.4440 -0.211
C -9.0522 4.9581 -3.4869 -0.275
C -5.6133 11.8393 -14.4136 -0.235
C -12.4726 4.6049 -11.1640 -0.209
C -1.7511 3.4986 -9.1790 -0.053
C -0.4119 6.3806 -8.5241 -0.304
C -5.3864 11.7952 -11.4071 -0.088
C -5.3219 0.4294 -17.2964 -0.296
C -4.3879 12.3838 -12.4033 -0.293
C -10.6187 2.2812 -1.3384 -0.082
C -13.8321 2.5895 -10.6264 -0.273
C -10.2600 5.8446 -0.7838 -0.089
C -4.6598 1.8802 -19.1758 -0.255
C -3.0473 0.4200 -18.0987 -0.273
C -9.0177 4.9192 -1.0744 -0.245
C -1.7980 1.2675 -18.3572 -0.074
C -8.7175 4.1695 -4.7467 -0.089
C -6.6218 1.0931 -17.0409 -0.103
Li -3.4798 8.2076 -13.0471 0.803
Li -3.9157 4.3140 -15.4767 0.825
H -3.1853 11.6011 -15.3251 0.103
H -5.5706 2.4517 -18.9974 0.097
H -8.2300 4.9054 -5.3862 0.068
H -0.3276 6.9218 -15.7698 -0.185
H -4.9296 11.4481 -16.4399 0.065
H -2.0284 2.8401 -10.0022 0.076
H -5.4116 1.3113 -21.1491 0.078
H -6.6628 5.3128 -12.1963 -0.187
H -2.4838 4.2960 -9.0551 0.079
H -11.5954 1.7980 -1.3668 0.068
H -6.3739 12.0969 -11.7562 0.060
H -3.1647 -0.3390 -18.8722 0.102
H -1.4547 11.2816 -13.5217 0.068
H -11.5812 4.0490 -10.8735 0.123
H -8.7805 4.2261 -0.2674 0.107
H -3.3993 12.3019 -11.9516 0.110
H -12.1945 6.3312 -9.8734 0.073
H -2.7971 -0.1242 -17.1880 0.112
H -5.4361 10.0303 -15.4996 0.075
H -6.6328 11.1808 -16.2139 0.078
H -6.4431 11.6126 -13.7442 0.105
H 0.3407 3.3600 -9.2838 0.124
H -6.5805 1.8579 -16.2653 0.078
H -4.9384 0.1191 -16.3244 0.115
H -10.6054 6.5024 -1.5813 0.067
H -13.7984 6.0922 -10.1510 0.078
H -9.8783 6.5208 -0.0188 0.063
H -0.3628 4.5298 -10.4702 0.130
H -10.5591 2.7256 -0.3449 0.059
H -5.3024 12.2184 -10.4061 0.077
H -5.6035 -0.5023 -17.7869 0.113
H -7.1149 1.4289 -17.9532 0.071
H -3.4780 13.2609 -14.7274 0.118
H -4.7734 13.4002 -12.4839 0.120
H -5.7156 12.8897 -14.6861 0.111
H -8.2160 5.6574 -1.0958 0.101
H -12.8870 5.0003 -9.0268 0.076
H -8.2776 5.6896 -3.2566 0.109
H -1.3724 1.6182 -17.4170 0.073
H -9.9504 1.4282 -1.4570 0.072
H -5.3514 10.7059 -11.3854 0.072
H -8.0463 3.3206 -4.6162 0.078
H -9.6101 3.7860 -5.2409 0.063
H -11.2309 4.1300 -2.2345 0.100
H -10.4503 2.9467 -3.3402 0.103
H -1.0002 12.3896 -14.7086 0.075
H -1.0594 0.6397 -18.8557 0.075
H -5.2302 -0.0675 -20.0889 0.074
H -1.5143 12.9673 -13.1443 0.065
H -12.2297 5.1423 -12.0807 0.127
H -1.7242 2.7663 -8.3720 0.074
H -3.9717 2.6792 -19.4518 0.101
H -7.3634 0.3510 -16.7454 0.081
H -9.9710 5.5338 -3.5983 0.105
H -11.0816 5.3017 -0.3164 0.060
H -3.8268 0.6625 -20.7019 0.069
H -2.0468 2.0788 -19.0413 0.061

(4)
101
Properties=species:S:1:pos:R:3:lowdin_charge:R:1 method="wB97M-V/def2-TZVPD" e_tot_ev=-74742.8977 gap_ha=0.2161 homo_ev=-4.093 total_charge=-1
I 2.2739 -5.6176 1.5612 0.624
Nb 3.5613 -1.9115 1.1830 1.342
P 5.3761 -0.7558 2.5954 0.649
O -1.5852 7.4145 -1.1706 0.011
O 5.9953 -4.0846 -0.4944 -0.024
O -0.7702 -1.1257 -0.8684 0.012
O 5.2021 0.9870 2.5180 -0.459
O 8.2672 -4.4560 0.0828 0.051
O -4.2998 -2.9271 -3.4943 0.012
O -3.4628 3.4430 -4.2859 0.014
O -1.8769 -1.6182 5.0615 0.034
O 2.3529 0.1066 3.4575 -0.335
O 7.0489 -2.3410 -1.5491 0.010
N -0.6922 5.4536 -1.7726 0.012
N -5.8369 -4.2374 -2.5314 0.004
N -1.7575 0.4888 -2.0617 0.007
N -1.2519 -0.6635 6.9843 0.003
N -2.9238 5.6139 -4.2775 -0.004
C 2.0180 0.8285 2.1786 -0.275
C -1.3593 0.2152 8.1284 -0.086
C -0.8850 6.4530 -0.8720 -0.551
C -2.4481 1.0806 -3.1892 -0.094
C 6.0309 -2.7081 -0.8878 -0.435
C -1.3461 -0.7989 -1.8988 -0.531
C 0.7966 0.0523 3.0374 -0.042
C 7.0634 -4.4044 0.4244 -0.377
C 2.0869 -2.9719 -0.2487 -0.428
C -2.1285 -0.8242 5.9545 -0.560
C -1.6210 -1.7771 -3.0071 -0.004
C -5.2085 -3.0404 -2.6815 -0.527
C -2.6126 4.3152 -6.3436 -0.005
C 2.4697 0.0228 0.7270 -0.318
C 1.1691 -4.0818 0.4529 -0.845
C 7.1188 -1.0537 1.9094 -0.382
C -3.0329 4.4092 -4.9017 -0.535
C 6.7686 -4.7802 1.9708 -0.040
C -0.0623 -3.4484 1.3110 -0.185
C -5.6638 -1.8877 -1.8279 0.002
C -3.3901 -0.0026 5.9614 -0.017
C 0.0890 4.2427 -1.6238 -0.054
C -2.4439 6.8694 -4.8184 -0.071
C -0.2209 6.3346 0.4730 -0.010
C 4.9068 -1.6144 -0.6373 -0.314
C -6.9214 -4.5779 -1.6361 -0.080
H -1.2332 -2.7571 -2.7267 0.089
H -5.4733 -4.9581 -3.1389 0.142
H -2.1460 6.7817 -5.8610 0.076
H -2.6392 0.3595 -3.9814 0.085
H -2.7592 3.2936 -6.6951 0.087
H -0.4321 -1.2492 6.9056 0.145
H -1.3294 -0.3955 9.0339 0.079
H -3.9811 -0.2446 5.0778 0.083
H -0.5783 5.4430 0.9926 0.088
H 7.7727 -4.8867 2.5256 0.090
H -0.4989 0.8882 8.1259 0.083
H 3.0973 0.8588 0.2434 0.022
H 0.1732 -2.3649 1.5578 0.034
H 0.8565 4.2321 -2.4005 0.089
H 0.5351 0.4155 4.0860 0.078
H 6.2504 -3.8800 2.4382 0.022
H -1.1208 -1.4575 -3.9244 0.088
H 2.6719 -3.4178 -1.1260 0.034
H -3.3943 1.4902 -2.8331 0.073
H -0.5742 3.3872 -1.7689 0.071
H -5.0664 -1.0065 -2.0647 0.079
H 0.8640 6.2955 0.3555 0.087
H -7.7642 -4.9285 -2.2363 0.081
H -3.2258 5.5927 -3.3124 0.138
H 4.2136 -1.6546 -1.5641 0.060
H -1.1713 5.6101 -2.6477 0.095
H 1.4091 -2.1562 -0.7086 0.033
H -1.5899 7.1966 -4.2213 0.075
H -2.2770 0.7992 8.1147 0.071
H 2.0018 2.0247 2.1693 0.131
H 0.5611 4.1740 -0.6463 0.079
H 5.3483 -0.5647 -0.6254 0.041
H -0.2879 -4.1060 2.2099 0.049
H -5.5254 -2.1240 -0.7707 0.092
H 0.8413 -1.0730 3.1959 0.052
H -3.2213 4.9822 -6.9578 0.085
H 6.1611 -5.7360 2.0672 0.082
H 5.0560 1.1878 1.5629 0.008
H -3.2424 7.6086 -4.7281 0.088
H -6.5872 -5.3891 -0.9858 0.085
H 0.6470 -4.6525 -0.4054 0.058
H 7.2461 -0.8357 0.7992 0.025
H 4.4680 -3.4800 1.5119 -0.131
H 7.5168 -2.0958 2.1981 0.025
H 2.5359 -2.3298 2.6246 -0.088
H 1.4316 -0.0867 0.2431 0.024
H -1.5545 4.5665 -6.4451 0.086
H -0.4710 7.2081 1.0756 0.083
H -3.1469 1.0618 5.9331 0.083
H -2.6994 -1.8661 -3.1723 0.039
H 7.8206 -0.3128 2.4555 0.033
H -1.8334 1.8938 -3.5768 0.060
H -3.9849 -0.2325 6.8483 0.080
H -7.2354 -3.7318 -1.0289 0.074
H -0.9822 -3.4198 0.6145 0.068
H -1.5348 1.0803 -1.2735 0.128
H -6.7121 -1.6588 -2.0317 0.085